C5H12N | ωB97M-V/def2-TZVPD

Calculated values
Energy relative to the best compared isomer or geometry (same formula, charge and spin) = 0.0000 eV
E_LUMO (spin up / spin down) = -8.67 / -12.11 eV
Multiplicity = 2
Energy = -251.7205 Eh
Net charge = +2
Expectation value of S² = 0.753
Gap between HOMO and LUMO (spin up / spin down) = 10.973 / 9.641 eV

Structure (XYZ):
```
18
Properties=species:S:1:pos:R:3:forces:R:3
C 1.17121 1.14191 0.45724 -0.6 -0.3 0.6
C -0.25825 1.13017 -0.13174 0.5 -0.4 -0.5
C -0.93472 -0.18117 -0.37987 0.1 0.7 0.0
C -0.91333 -1.31325 0.44538 -0.1 -0.6 -0.2
C -1.80187 -2.44429 0.27159 0.5 -0.1 -0.4
N 2.23514 1.40035 -0.57980 0.6 -0.2 0.6
H 1.43549 0.21102 0.95370 0.0 0.0 -0.1
H 1.24760 1.91071 1.21713 0.1 0.2 -0.1
H -0.25278 1.66119 -1.08726 -0.2 0.2 0.1
H -0.94023 1.71138 0.50273 0.0 0.0 0.1
H -1.55316 -0.18265 -1.27376 -0.2 -0.3 0.1
H -0.18405 -1.40078 1.24690 0.0 0.3 0.0
H -2.84167 -2.15343 0.09697 -0.3 0.1 0.3
H -1.62629 -3.19761 1.02840 -0.4 -0.1 0.1
H -1.61993 -2.92172 -0.72471 0.2 0.2 0.1
H 1.84759 1.53343 -1.51398 0.2 0.2 -0.1
H 2.91713 0.63119 -0.59369 -0.2 0.0 -0.3
H 2.80589 2.20960 -0.30145 -0.3 0.2 -0.4
```
Positions in Å, forces in eV/Å.

C3H9PSi | ωB97M-V/def2-TZVPD

Calculated values
Energy relative to the best compared isomer or geometry (same formula, charge and spin) = 0.4641 eV
E_LUMO = 0.93 eV
SMILES = [SiH3]C1(P)CC1
Energy = -750.4317 Eh
Gap between HOMO and LUMO = 10.248 eV

Structure (XYZ):
```
14
Properties=species:S:1:pos:R:3:forces:R:3
Si -0.96310 -1.00178 1.26076 -1.0 0.8 -1.7
C 0.14668 -0.25502 -0.20571 0.2 1.0 1.3
P 0.54680 -1.18794 -1.72822 0.0 -2.0 1.8
C 1.35124 0.58296 0.26341 0.1 -0.2 -0.1
C 0.12202 1.30441 -0.20666 1.2 -2.8 2.6
H -0.30560 -0.69752 2.51936 0.2 0.1 0.4
H -1.19921 -2.53381 1.22942 0.1 1.2 -0.2
H -2.32508 -0.10232 1.16191 1.5 -1.4 0.2
H 0.98162 -0.18257 -2.46236 1.3 2.1 -1.2
H -0.63434 -1.05500 -2.36991 -1.6 -0.2 -0.6
H 2.26037 0.68007 -0.28002 0.2 -0.3 -1.7
H 1.80695 0.59253 1.23103 -1.1 0.0 1.3
H -0.33850 1.84664 0.55875 -1.3 0.3 1.2
H 0.23295 1.89403 -1.01082 0.2 1.4 -3.3
```
Positions in Å, forces in eV/Å.

C5H19NO5 | ωB97M-V/def2-TZVPD

Calculated values
Energy relative to the best compared isomer or geometry (same formula, charge and spin) = 2.1856 eV
E_LUMO = 0.35 eV
SMILES = CCCNCC=O.O.O.O.O
Energy = -632.7893 Eh
Gap between HOMO and LUMO = 10.188 eV

Structure (XYZ):
```
30
Properties=species:S:1:pos:R:3:forces:R:3
C 1.42604 -1.77858 -1.49342 -2.8 0.5 -0.4
C 0.60928 -2.33351 -0.32455 3.4 -0.4 1.8
C 0.47437 -1.15733 0.64579 -1.7 0.8 -0.1
N -0.49075 -0.06960 0.18844 1.6 -2.0 0.2
C -1.81792 -0.55069 -0.05133 -1.0 1.1 0.3
C -2.58076 0.49060 -0.84351 -1.2 -1.6 -0.4
O -3.75336 0.27903 -1.05225 0.3 0.9 -0.1
H 0.52039 -1.39117 -1.99237 1.1 0.2 -1.4
H 2.02466 -2.45343 -2.07475 -0.1 -0.4 -0.3
H 1.98950 -0.89184 -1.21241 0.2 -0.4 0.1
H 1.30184 -3.01717 0.21589 -0.4 0.1 0.1
H -0.25850 -2.99541 -0.48611 0.1 0.9 -0.4
H 1.36340 -0.54141 0.80777 0.5 -0.9 -0.1
H 0.19038 -1.58711 1.59999 -0.1 0.2 0.0
H -0.46523 0.64215 0.90980 -0.4 0.0 0.0
H -2.43880 -0.76113 0.83200 0.2 0.2 0.2
H -1.94919 -1.47922 -0.61169 0.8 0.1 -0.3
H -2.01999 1.30858 -1.32575 0.0 0.2 0.2
O -1.13812 -0.92071 3.22779 -0.5 -0.3 0.1
H -0.48157 -1.58434 3.00849 0.3 0.1 0.4
H -1.94256 -1.40910 3.01225 -0.2 0.3 0.2
O 1.79429 3.29602 -0.67245 -0.8 1.0 0.5
H 2.63738 3.06232 -0.28952 0.2 -0.5 -0.5
H 1.49670 2.71951 -1.39456 0.8 -0.4 0.2
O 1.09102 1.13846 -2.32378 0.0 0.2 0.4
H 0.68695 0.79373 -1.49798 -0.2 0.1 -0.4
H 0.37584 1.50494 -2.85186 -0.1 -0.1 0.0
O 0.12596 3.42901 2.16037 0.4 -0.2 -0.2
H 0.79606 3.71716 1.52351 -0.3 0.1 -0.2
H 0.43269 2.54023 2.36620 -0.2 0.0 0.2
```
Positions in Å, forces in eV/Å.

C8H24O8 | ωB97M-V/def2-TZVPD

Calculated values
Energy relative to the best compared isomer or geometry (same formula, charge and spin) = 1.1759 eV
E_LUMO = 0.39 eV
SMILES = OCCO.OCCO.OCCO.OCCO
Energy = -921.0237 Eh
Gap between HOMO and LUMO = 10.267 eV

Structure (XYZ):
```
40
Properties=species:S:1:pos:R:3:forces:R:3
O 3.43608 -5.22108 -4.31470 0.3 0.2 0.1
C 2.17310 -4.94467 -3.68161 0.5 0.1 -0.7
C 1.78436 -3.48297 -3.98799 0.2 -1.1 -0.9
O 1.14146 -3.41890 -5.25516 -1.0 0.2 -0.3
H 3.32208 -5.83228 -5.04253 -0.1 -0.1 0.0
H 1.46302 -5.62894 -4.14888 -0.5 0.2 0.4
H 2.28597 -5.19002 -2.62593 -0.1 0.3 0.1
H 2.68786 -2.87939 -4.08664 0.1 0.0 0.8
H 1.05594 -3.08153 -3.28936 0.2 0.1 0.2
H 1.64490 -3.80690 -5.97337 0.5 0.0 0.3
O -0.68480 3.49891 1.05023 0.0 0.1 0.2
C -1.86183 4.27588 0.86941 0.2 0.8 -0.6
C -1.47201 5.75254 0.80749 0.2 0.2 -0.9
O -0.53817 6.02585 1.84421 0.0 0.3 0.0
H 0.00880 4.09557 1.36130 -0.1 -0.1 0.3
H -2.27008 3.97522 -0.09602 -0.3 0.0 0.1
H -2.61131 4.15156 1.65326 0.2 -0.4 0.2
H -2.31142 6.44944 0.73305 -0.3 -0.3 0.8
H -0.97520 5.99182 -0.13916 0.4 -0.5 0.1
H -0.92344 6.53676 2.55947 -0.2 -0.1 0.0
O 1.60702 -0.59573 -1.77265 -0.6 -0.2 0.2
C 0.86491 -0.92249 -0.60008 -0.1 0.3 0.5
C 0.77489 0.31216 0.32115 -2.1 -0.6 0.0
O -0.59917 0.83863 0.28685 1.3 0.2 -0.2
H 0.98940 -0.01613 -2.23565 0.4 0.0 -0.4
H -0.13837 -1.27800 -0.85911 -0.2 0.4 0.0
H 1.27891 -1.79179 -0.08692 0.7 0.2 -0.1
H 1.42573 1.10336 -0.04228 0.5 -0.2 0.3
H 0.87141 0.05955 1.37971 1.1 -0.1 -0.1
H -0.43651 1.75367 0.59147 -0.9 -0.1 -0.1
O -0.46982 -1.36282 4.74013 0.0 0.3 -1.0
C -1.04597 -0.21154 4.12407 -1.5 -0.2 0.9
C -2.20132 -0.63263 3.20370 1.4 0.3 -1.0
O -1.60134 -1.39963 2.15273 -0.3 -1.0 0.1
H -0.34134 -1.93146 3.96251 0.1 -0.3 0.5
H -1.46091 0.40518 4.92613 0.3 0.1 0.0
H -0.31406 0.36793 3.55773 0.1 0.1 -0.1
H -2.70906 0.22489 2.74920 0.0 0.1 0.3
H -2.92604 -1.29208 3.67577 0.1 0.1 0.2
H -0.92368 -0.89793 1.68849 -0.4 0.5 0.0
```
Positions in Å, forces in eV/Å.

C6H6N5O2 | ωB97M-V/def2-TZVPD

Calculated values
Energy relative to the best compared isomer or geometry (same formula, charge and spin) = 3.0144 eV
E_LUMO = 3.59 eV
SMILES = C#C[C@](C)(NC(=O)[O-])n1ncnn1
Energy = -656.4533 Eh
Net charge = -1
Gap between HOMO and LUMO = 8.875 eV

Structure (XYZ):
```
19
Properties=species:S:1:pos:R:3:forces:R:3
C 2.32503 1.68824 -1.07256 -1.8 -2.0 1.4
C 1.59830 0.90448 -0.50004 0.0 0.3 0.4
C 0.64073 -0.06614 0.17116 -0.6 0.9 -1.0
C 0.77539 -0.29338 1.65730 1.0 -0.3 -0.1
N 0.68503 -1.26680 -0.55364 -0.3 -0.5 2.4
C 0.05258 -2.68916 -0.13780 1.7 1.2 -2.4
O 0.26440 -3.47128 -1.04424 0.0 -0.6 -0.9
O -0.46096 -2.76491 0.92671 -1.6 -0.1 3.3
N -0.78521 0.79983 -0.03561 0.9 -1.6 1.2
N -1.36500 0.91204 -1.19621 -0.5 0.6 0.1
C -2.47057 1.56880 -0.84671 2.7 -1.2 1.8
N -2.55333 1.82010 0.45702 -0.5 -0.1 -0.1
N -1.49343 1.27904 0.96464 1.3 -0.1 0.5
H 2.95944 2.11588 -1.75496 1.1 1.0 -0.9
H 0.12258 -1.12266 1.92132 -0.7 0.6 0.2
H 0.71255 0.62343 2.26930 0.1 -0.7 -0.3
H 1.73028 -0.84055 1.71535 0.2 0.8 0.3
H 0.38199 -1.14196 -1.46132 -0.2 0.3 -2.5
H -3.11979 1.94501 -1.47969 -3.1 1.4 -3.2
```
Positions in Å, forces in eV/Å.

C42H46CuNP2Sb2 | ωB97M-V/def2-TZVPD

Calculated values
E_LUMO (spin up / spin down) = -1.92 / -3.76 eV
Multiplicity = 2
Energy = -4486.2851 Eh
Net charge = +1
Expectation value of S² = 0.757
Gap between HOMO and LUMO (spin up / spin down) = 7.862 / 6.025 eV

Structure (XYZ):
```
94
Properties=species:S:1:pos:R:3:forces:R:3
Cu 0.25635 -0.19051 0.84796 -0.7 -0.1 -0.3
C -1.98891 1.54789 2.37202 0.1 0.1 0.1
P -1.17177 -0.05281 2.70745 0.2 -0.2 -0.1
C -2.43600 -1.19858 3.31038 -0.1 0.1 0.1
C -2.01640 -2.38843 3.90592 0.1 0.0 0.0
C -2.93514 -3.24950 4.47996 0.0 0.0 0.0
C -4.28765 -2.93305 4.46037 0.0 0.0 0.0
C -4.71508 -1.75657 3.86587 0.0 0.0 0.0
C -3.79415 -0.88923 3.29335 0.0 -0.1 -0.1
C -0.10833 0.22799 4.14940 -0.1 0.0 0.0
C -0.66367 0.40601 5.41566 0.0 0.0 0.0
C 0.15551 0.63830 6.50781 0.0 0.0 0.0
C 1.53477 0.68956 6.34484 0.0 0.0 0.0
C 2.09440 0.50595 5.08970 0.0 0.0 0.0
C 1.27311 0.27418 3.99568 0.0 0.0 0.0
C -0.97733 2.37665 1.63663 0.0 -0.1 0.0
C -0.80925 3.73312 1.49022 0.1 0.1 -0.1
C 0.35764 3.91852 0.69626 -0.2 0.0 0.2
C 0.84362 2.66575 0.40907 0.0 -0.1 -0.1
C 2.08066 2.22827 -0.32495 0.0 0.0 0.1
P 2.22042 0.40145 -0.18454 0.1 0.0 0.0
C 3.70080 -0.00176 0.77563 0.0 0.0 0.0
C 3.64857 -1.09020 1.64607 0.0 0.0 0.0
C 4.74939 -1.43557 2.41485 0.0 0.0 0.0
C 5.91892 -0.69462 2.31613 0.0 0.0 0.0
C 5.98310 0.38806 1.44940 0.0 0.0 0.0
C 4.87934 0.73641 0.68562 0.1 0.0 0.0
C 2.50040 -0.21480 -1.86114 0.1 0.0 0.0
C 1.43302 -0.13829 -2.75658 0.1 0.0 0.1
C 1.56080 -0.65113 -4.03742 0.0 0.0 0.1
C 2.75380 -1.24699 -4.42938 0.0 0.0 0.0
C 3.82349 -1.30455 -3.54890 0.0 0.0 0.0
C 3.70156 -0.78543 -2.26695 0.0 -0.1 0.0
N 0.02137 1.72234 0.96699 0.3 0.2 0.1
H -2.30358 2.00967 3.31059 0.0 0.0 0.0
H -2.88479 1.35613 1.77944 -0.1 0.0 -0.1
H -0.95759 -2.62023 3.95452 0.0 0.0 0.0
H -2.59681 -4.16008 4.95688 0.0 0.0 0.0
H -5.00615 -3.60547 4.91032 0.0 0.0 0.0
H -5.76698 -1.50336 3.85777 0.0 0.0 0.0
H -4.14566 0.02868 2.84179 0.0 0.0 0.0
H -1.73776 0.34960 5.55258 0.0 0.0 0.0
H -0.28024 0.77721 7.48812 0.0 0.0 0.0
H 2.17230 0.86885 7.20030 0.0 0.0 0.0
H 3.16784 0.54735 4.95825 0.0 0.0 0.0
H 1.72065 0.13509 3.01797 -0.1 0.0 0.0
H -1.44300 4.50545 1.89646 0.0 0.0 0.0
H 0.79209 4.86063 0.40215 0.0 0.0 0.0
H 2.97195 2.68141 0.11579 0.0 0.0 0.0
H 2.07984 2.49263 -1.38459 -0.1 0.0 0.0
H 2.73119 -1.66361 1.74519 0.0 0.0 0.0
H 4.69078 -2.27376 3.09628 0.0 0.0 0.0
H 6.77865 -0.95769 2.91752 0.0 0.0 0.0
H 6.89512 0.96350 1.36532 0.0 0.0 0.0
H 4.94913 1.58535 0.01621 0.0 0.0 0.0
H 0.50166 0.32487 -2.44831 0.3 0.0 0.0
H 0.73382 -0.58329 -4.73210 0.0 0.0 0.0
H 2.85024 -1.65893 -5.42494 0.0 0.0 0.0
H 4.75763 -1.75311 -3.85948 0.0 0.0 0.0
H 4.53662 -0.84380 -1.57974 0.0 0.0 0.0
C -3.94240 1.15754 -0.98837 0.0 0.1 0.1
Sb -2.11818 0.08885 -1.31144 -0.1 -0.1 0.1
C -1.70110 0.93322 -3.23460 -0.1 0.0 -0.1
C -3.06827 -1.69628 -2.07715 0.0 0.0 -0.2
C -3.53683 -2.60966 -0.99088 0.0 0.1 0.0
C -4.82377 -2.44219 -0.47981 0.0 0.0 0.1
C -5.32443 -3.26128 0.51802 0.0 0.0 0.0
C -4.53768 -4.28669 1.01947 0.0 0.0 0.0
C -3.25455 -4.45833 0.52839 0.0 0.0 0.1
C -2.73243 -3.62461 -0.46046 0.1 -0.1 0.1
C -1.32411 -3.85926 -0.91714 -0.1 0.0 0.0
Sb 0.18238 -2.75301 0.14959 0.2 0.0 0.2
C 0.39934 -4.06727 1.81591 -0.1 -0.1 0.0
C 1.82502 -3.49265 -0.98191 0.1 0.0 0.0
H -4.53969 1.14994 -1.89964 0.0 0.0 0.0
H -3.71387 2.18652 -0.71306 0.0 0.0 0.0
H -4.51482 0.69118 -0.18728 0.0 0.0 0.0
H -2.59047 0.88242 -3.86162 0.0 0.0 0.0
H -0.89547 0.38372 -3.72005 -0.2 0.1 -0.1
H -1.39934 1.97337 -3.12367 0.0 0.0 0.0
H -2.35912 -2.17060 -2.75700 0.0 0.0 0.0
H -3.91056 -1.36189 -2.68473 0.0 0.0 0.0
H -5.44674 -1.65269 -0.88504 0.0 0.0 0.0
H -6.32910 -3.10843 0.88967 0.0 0.0 0.0
H -4.92260 -4.95313 1.77974 0.0 0.0 0.0
H -2.64036 -5.26780 0.90782 0.0 0.0 0.0
H -1.16225 -3.66730 -1.97721 0.0 0.1 0.0
H -1.02814 -4.89217 -0.72590 0.0 0.0 0.0
H 0.85287 -4.99607 1.47222 0.0 0.0 0.0
H -0.58399 -4.28459 2.23180 0.0 0.0 0.0
H 1.02341 -3.62486 2.59150 0.0 0.0 0.0
H 1.73766 -4.57833 -1.02173 0.0 0.0 0.0
H 2.76952 -3.22747 -0.50845 0.0 0.0 0.0
H 1.81076 -3.08871 -1.99166 0.0 0.0 0.0
```
Positions in Å, forces in eV/Å.

Which of these has the lowest energy?
C42H46CuNP2Sb2

What did the fifth record say?
C6H6N5O2 | ωB97M-V/def2-TZVPD

Calculated values
Energy relative to the best compared isomer or geometry (same formula, charge and spin) = 3.0144 eV
E_LUMO = 3.59 eV
SMILES = C#C[C@](C)(NC(=O)[O-])n1ncnn1
Energy = -656.4533 Eh
Net charge = -1
Gap between HOMO and LUMO = 8.875 eV

Structure (XYZ):
```
19
Properties=species:S:1:pos:R:3:forces:R:3
C 2.32503 1.68824 -1.07256 -1.8 -2.0 1.4
C 1.59830 0.90448 -0.50004 0.0 0.3 0.4
C 0.64073 -0.06614 0.17116 -0.6 0.9 -1.0
C 0.77539 -0.29338 1.65730 1.0 -0.3 -0.1
N 0.68503 -1.26680 -0.55364 -0.3 -0.5 2.4
C 0.05258 -2.68916 -0.13780 1.7 1.2 -2.4
O 0.26440 -3.47128 -1.04424 0.0 -0.6 -0.9
O -0.46096 -2.76491 0.92671 -1.6 -0.1 3.3
N -0.78521 0.79983 -0.03561 0.9 -1.6 1.2
N -1.36500 0.91204 -1.19621 -0.5 0.6 0.1
C -2.47057 1.56880 -0.84671 2.7 -1.2 1.8
N -2.55333 1.82010 0.45702 -0.5 -0.1 -0.1
N -1.49343 1.27904 0.96464 1.3 -0.1 0.5
H 2.95944 2.11588 -1.75496 1.1 1.0 -0.9
H 0.12258 -1.12266 1.92132 -0.7 0.6 0.2
H 0.71255 0.62343 2.26930 0.1 -0.7 -0.3
H 1.73028 -0.84055 1.71535 0.2 0.8 0.3
H 0.38199 -1.14196 -1.46132 -0.2 0.3 -2.5
H -3.11979 1.94501 -1.47969 -3.1 1.4 -3.2
```
Positions in Å, forces in eV/Å.